{"formula": "C20H16ClO5PdS4", "method": "ωB97M-V with the def2-TZVPD basis set", "symbols": ["Pd", "O", "S", "O", "O", "O", "C", "C", "C", "C", "C", "C", "C", "H", "H", "H", "H", "H", "H", "H", "O", "C", "C", "C", "C", "C", "S", "C", "C", "C", "C", "S", "C", "C", "C", "C", "S", "H", "H", "H", "H", "H", "H", "H", "H", "H", "Cl"], "positions_angstrom": [[1.802, -1.417, -0.538], [2.818, -3.682, 2.498], [2.543, -2.921, 1.319], [3.362, -3.184, 0.122], [2.625, -1.410, 1.535], [1.110, -3.054, 0.822], [-0.044, -3.241, -2.190], [-1.181, -2.649, -1.621], [-1.833, -1.547, -2.230], [-2.943, -0.971, -1.650], [-3.449, -1.462, -0.449], [-2.828, -2.548, 0.167], [-1.718, -3.134, -0.397], [0.400, -2.859, -3.099], [0.460, -4.045, -1.671], [-1.426, -1.143, -3.150], [-3.412, -0.116, -2.120], [-4.306, -0.989, 0.014], [-3.207, -2.921, 1.111], [-1.209, -3.947, 0.102], [0.579, 0.090, -0.817], [0.389, 1.204, 0.026], [-0.729, 0.842, 0.999], [-0.806, -0.282, 1.765], [-1.949, -0.287, 2.607], [-2.716, 0.828, 2.457], [-2.043, 1.908, 1.314], [-0.011, 2.376, -0.852], [0.253, 3.699, -0.672], [-0.337, 4.519, -1.672], [-1.029, 3.791, -2.591], [-0.956, 2.114, -2.263], [1.665, 1.541, 0.776], [2.912, 1.639, 0.231], [3.902, 1.950, 1.199], [3.381, 2.091, 2.449], [1.688, 1.867, 2.459], [-0.077, -1.083, 1.734], [-2.194, -1.095, 3.282], [-3.639, 1.071, 2.962], [0.849, 4.067, 0.152], [-0.241, 5.595, -1.709], [-1.554, 4.154, -3.461], [3.113, 1.443, -0.813], [4.957, 2.029, 0.979], [3.909, 2.294, 3.368], [3.123, -1.124, -2.485]], "forces_ev_per_angstrom": [[0.21, -0.13, -0.15], [0.01, -0.01, 0.01], [0.07, 0.23, -0.07], [0.16, -0.17, 0.08], [0.05, 0.00, -0.04], [-0.32, 0.07, -0.05], [0.08, 0.07, 0.14], [-0.10, -0.04, -0.03], [0.03, -0.01, 0.01], [0.00, 0.04, -0.02], [-0.02, -0.01, 0.01], [0.00, -0.02, 0.01], [0.02, 0.05, -0.07], [-0.05, 0.01, -0.03], [0.01, -0.02, -0.05], [0.01, -0.01, 0.01], [0.01, 0.01, -0.01], [0.01, -0.01, 0.00], [0.00, 0.01, -0.01], [0.01, -0.01, 0.01], [-0.30, 0.00, 0.12], [0.11, -0.08, 0.09], [0.06, 0.11, 0.01], [0.03, -0.02, -0.02], [-0.06, -0.04, -0.02], [0.05, 0.07, 0.06], [-0.08, -0.11, -0.09], [0.05, -0.05, -0.06], [-0.01, 0.02, 0.08], [-0.04, -0.01, 0.01], [0.03, -0.01, -0.05], [-0.04, 0.01, 0.03], [0.02, 0.13, -0.04], [-0.10, -0.06, 0.06], [0.06, -0.07, 0.01], [-0.02, 0.15, -0.01], [0.07, -0.17, 0.01], [0.00, 0.02, -0.02], [0.01, 0.01, -0.02], [0.04, 0.02, 0.00], [0.00, -0.01, -0.02], [0.00, -0.01, 0.01], [0.02, -0.02, 0.01], [0.01, 0.02, -0.01], [-0.02, -0.01, 0.00], [-0.03, 0.02, -0.03], [-0.05, 0.05, 0.13]], "nbo_charge": [1.35, -0.95, 2.51, -0.98, -0.93, -0.97, -0.34, -0.14, -0.17, -0.23, -0.23, -0.16, -0.20, 0.20, 0.21, 0.21, 0.21, 0.20, 0.20, 0.23, -0.63, 0.08, -0.12, -0.28, -0.24, -0.44, 0.44, -0.20, -0.25, -0.26, -0.43, 0.49, -0.23, -0.25, -0.25, -0.43, 0.48, 0.27, 0.22, 0.23, 0.23, 0.22, 0.23, 0.25, 0.22, 0.23, -0.59], "s_squared": 6.06, "de_lowest_ev": 0.0000, "e_lumo_ha": [0.084, 0.004], "multiplicity": 5, "e_tot_ha": -3328.7150, "charge": -1, "homo_lumo_gap_ev": [6.98, 6.29], "mol_weight_g_mol": 606.5}